Record 1
Here is a 2-piece molecular cluster, C18H31N2O10P2S overall in a non-equilibrium geometry from the Open Molecules 2025 dataset. Energies are from wB97M-V/def2-TZVPD.

As for the charge: +1. The energy relative to the best compared isomer or geometry (same formula, charge and spin) is 164.97 kcal per mole. The total energy comes out at -2646.57671 a.u. The largest force on an atom comes out at 0.1899 hartree/bohr.

```
64
Properties=species:S:1:pos:R:3:forces:R:3
C -1.807 -2.168 2.835 0.6 0.2 -0.4
C -3.033 -2.812 1.915 0.7 -0.1 1.4
O -3.289 -4.226 2.335 1.2 1.6 0.4
C -4.375 -1.930 2.249 0.1 -2.3 1.6
O -4.760 -0.965 1.200 3.7 2.0 -0.6
C -3.630 -0.082 0.832 2.1 1.2 -0.8
C -2.785 -0.388 -0.561 -0.8 1.5 3.3
N -1.565 0.442 -1.018 -1.8 1.6 4.1
P -0.815 -0.085 -2.545 0.0 -2.6 -4.3
O 0.265 -1.435 -2.133 -2.2 3.1 0.5
O -0.011 1.157 -3.459 -1.1 -1.4 3.0
S -2.114 -0.889 -3.815 0.7 1.0 1.8
C -1.076 1.621 -0.150 -1.9 -0.5 2.1
C 0.244 2.497 -0.564 0.4 0.1 -0.9
C 1.661 1.614 -0.568 0.2 -0.7 1.0
C 2.192 1.466 1.011 -0.2 0.4 -0.3
C 3.735 1.977 1.227 -0.2 -1.5 1.1
C 4.000 2.119 2.863 0.6 -0.2 -0.2
N 3.135 3.166 3.531 -0.7 -1.1 -0.2
C -1.864 2.064 1.257 -0.4 -4.4 -3.5
P -1.374 3.536 2.370 -2.5 1.2 2.6
O -0.082 3.160 3.473 -0.2 1.8 -3.0
O -1.111 5.009 1.482 0.3 -2.4 -0.6
C -3.191 1.185 1.773 2.2 0.0 -3.1
C -3.926 1.627 3.195 1.2 -2.8 5.2
O -3.605 0.919 4.309 -2.3 5.1 -8.0
O -4.839 2.788 3.176 1.6 -4.1 -0.7
H -1.997 -1.023 3.067 0.4 -2.4 -0.5
H -1.710 -2.715 3.872 -0.4 1.0 -2.0
H -0.754 -2.271 2.306 -2.2 0.2 1.0
H -2.753 -2.865 0.779 -0.7 0.4 2.1
H -2.604 -4.522 3.008 -1.2 0.8 -1.3
H -5.262 -2.712 2.409 1.8 2.0 -0.8
H -4.205 -1.429 3.299 -0.4 -0.6 -2.2
H -3.180 -1.333 -1.175 1.3 2.5 1.1
H -0.378 -2.130 -1.794 0.9 1.0 -0.7
H -0.611 1.930 -3.674 0.5 -1.4 0.4
H 0.472 3.412 0.161 -1.1 -2.2 -1.3
H 0.034 3.006 -1.624 0.4 -1.3 2.2
H 1.523 0.518 -0.952 0.1 2.1 0.4
H 2.496 2.131 -1.214 -1.9 -0.9 1.2
H 1.469 2.135 1.643 1.4 -1.3 -0.9
H 2.084 0.345 1.408 0.2 2.5 -1.0
H 3.979 2.970 0.656 -0.5 -1.9 1.1
H 4.436 1.087 0.875 -1.3 2.1 0.5
H 5.122 2.427 3.066 -2.2 -0.8 -0.6
H 3.794 1.093 3.424 0.6 2.0 -1.5
H 2.496 2.676 4.217 0.8 1.0 -1.3
H 2.569 3.692 2.828 0.7 -0.8 0.9
H 0.484 3.983 3.549 -0.6 -1.1 0.1
H -1.658 5.063 0.644 0.8 -0.2 1.3
H -5.679 2.438 2.751 1.1 0.6 0.5
O 4.497 -1.768 -3.624 -0.7 -1.5 -1.1
C 3.821 -2.518 -4.309 1.4 1.4 0.9
O 4.326 -3.537 -5.063 0.1 0.7 0.7
C 3.269 -4.132 -5.815 -0.1 -0.6 -0.6
C 2.007 -3.780 -5.073 -0.9 -0.3 0.0
C 2.335 -2.431 -4.484 -0.4 -0.3 0.2
H 3.285 -3.718 -6.829 0.0 0.0 0.1
H 3.421 -5.214 -5.872 0.2 0.3 0.0
H 1.119 -3.774 -5.712 0.2 -0.1 0.0
H 1.838 -4.502 -4.265 0.0 0.1 -0.2
H 2.103 -1.618 -5.176 0.0 0.1 0.1
H 1.833 -2.280 -3.525 0.3 0.3 -0.3
```
Forces are in eV/Å.

Charges in e, computed with natural (NBO), in the same order as the atoms: -0.679, 0.076, -0.729, -0.123, -0.513, 0.295, 0.063, -0.745, 1.832, -0.920, -0.917, -0.488, 0.359, -0.510, -0.417, -0.427, -0.435, -0.223, -0.855, -0.419, 1.362, -0.937, -0.968, 0.002, 0.742, -0.477, -0.672, 0.226, 0.239, 0.224, 0.177, 0.486, 0.254, 0.214, 0.320, 0.517, 0.534, 0.273, 0.256, 0.224, 0.257, 0.194, 0.225, 0.219, 0.235, 0.209, 0.194, 0.368, 0.338, 0.513, 0.516, 0.510, -0.570, 0.787, -0.477, -0.073, -0.429, -0.537, 0.182, 0.203, 0.225, 0.206, 0.237, 0.245

Record 2
Here is a single C18H31N3O2S2 molecule in a non-equilibrium geometry from the Open Molecules 2025 dataset. Energies are from wB97M-V/def2-TZVPD.

The energy relative to the best compared isomer or geometry (same formula, charge and spin) is 0.51 kcal per mole. The total energy comes out at -1815.62412 a.u. Its SMILES is Cc1ccc(S(=O)(=O)N(C)C)cc1NC(=S)N[C@@H](C)CCCC(C)C. The largest force on an atom comes out at 0.0214 hartree/bohr.

```
56
Properties=species:S:1:pos:R:3:forces:R:3
C 2.671 3.159 2.956 0.0 -0.1 0.0
C 2.436 1.760 2.475 -0.1 0.0 -0.1
C 3.322 0.743 2.796 -0.1 -0.1 -0.1
C 3.128 -0.558 2.355 0.1 -0.1 0.1
C 2.005 -0.837 1.605 0.0 -0.6 -0.2
S 1.741 -2.475 0.928 0.2 0.0 -0.3
O 0.368 -2.592 0.532 0.0 0.3 0.0
O 2.306 -3.456 1.801 0.3 0.2 0.1
N 2.647 -2.481 -0.482 -0.6 -0.2 0.9
C 4.075 -2.503 -0.292 0.4 -0.1 0.2
C 2.165 -1.592 -1.505 -0.3 0.2 -0.2
C 1.091 0.145 1.283 -0.2 0.2 0.0
C 1.301 1.459 1.697 0.5 -0.6 0.0
N 0.406 2.478 1.396 0.1 0.2 0.3
C -0.493 2.605 0.371 0.0 0.1 -0.2
S -1.635 3.794 0.508 -0.5 0.4 0.1
N -0.380 1.801 -0.696 0.4 0.0 0.5
C -1.203 1.910 -1.884 -0.1 0.0 -0.6
C -0.498 2.798 -2.913 -0.2 0.0 0.3
C -1.498 0.519 -2.455 -0.3 0.1 0.2
C -2.649 -0.217 -1.765 0.3 0.0 0.1
C -2.361 -0.568 -0.307 -0.3 -0.1 0.0
C -3.395 -1.495 0.351 0.0 0.0 -0.1
C -3.287 -2.919 -0.188 0.0 0.2 0.2
C -4.820 -0.963 0.219 0.3 -0.1 0.2
H 1.915 3.447 3.688 0.0 0.1 0.1
H 3.645 3.239 3.431 0.0 0.0 0.0
H 2.628 3.866 2.129 0.0 0.1 0.0
H 4.188 0.974 3.399 0.1 0.0 0.1
H 3.812 -1.351 2.609 0.1 -0.1 0.1
H 4.277 -3.165 0.546 0.3 0.0 -0.1
H 4.553 -2.899 -1.188 0.0 0.0 0.0
H 4.481 -1.504 -0.082 0.0 0.0 0.0
H 2.475 -0.551 -1.331 0.0 0.0 0.0
H 1.080 -1.662 -1.501 0.0 0.1 -0.2
H 2.542 -1.915 -2.475 0.0 0.0 0.0
H 0.192 -0.149 0.770 -0.2 0.1 -0.1
H 0.327 3.223 2.076 -0.1 -0.1 -0.2
H 0.452 1.236 -0.784 0.0 0.0 0.1
H -2.134 2.395 -1.576 0.1 -0.1 0.0
H 0.430 2.336 -3.246 0.1 -0.1 -0.1
H -1.138 2.957 -3.775 -0.1 0.0 -0.1
H -0.271 3.766 -2.471 0.0 0.1 0.0
H -1.756 0.639 -3.509 0.1 0.0 0.0
H -0.591 -0.089 -2.408 0.1 -0.1 -0.1
H -2.841 -1.134 -2.325 -0.1 0.0 -0.1
H -3.543 0.405 -1.823 -0.1 0.0 -0.1
H -1.397 -1.079 -0.245 0.1 0.1 0.0
H -2.309 0.354 0.275 0.1 0.0 0.1
H -3.143 -1.529 1.417 0.0 0.0 0.0
H -2.267 -3.280 -0.076 0.1 -0.1 0.0
H -3.563 -2.964 -1.239 0.0 -0.1 -0.1
H -3.951 -3.582 0.363 -0.1 -0.1 0.0
H -5.163 -1.020 -0.812 -0.1 0.0 -0.1
H -4.875 0.073 0.547 -0.1 0.1 0.0
H -5.499 -1.552 0.832 -0.1 0.0 0.0
```
Forces are in eV/Å.

Charges in e, computed with natural (NBO), in the same order as the atoms: -0.645, -0.005, -0.195, -0.202, -0.345, 2.329, -0.947, -0.930, -0.654, -0.430, -0.431, -0.208, 0.140, -0.612, 0.302, -0.263, -0.599, -0.064, -0.610, -0.380, -0.403, -0.407, -0.205, -0.611, -0.610, 0.222, 0.227, 0.230, 0.219, 0.238, 0.239, 0.211, 0.180, 0.173, 0.234, 0.214, 0.247, 0.428, 0.399, 0.241, 0.196, 0.214, 0.225, 0.212, 0.185, 0.203, 0.202, 0.209, 0.203, 0.197, 0.222, 0.193, 0.207, 0.198, 0.208, 0.209

Record 3
Here is a single C18H31N3O4 molecule in a non-equilibrium geometry from the Open Molecules 2025 dataset. Energies are from wB97M-V/def2-TZVPD.

The energy relative to the best compared isomer or geometry (same formula, charge and spin) is 16.12 kcal per mole. The total energy comes out at -1169.62118 a.u. The largest force on an atom comes out at 0.0686 hartree/bohr.

```
56
Properties=species:S:1:pos:R:3:forces:R:3
C 1.260 -4.065 -0.467 -0.3 -0.4 -0.2
C 1.908 -2.848 0.131 0.4 0.6 0.4
C 2.806 -3.221 1.287 0.2 0.0 0.3
O 0.970 -1.844 0.659 0.5 -0.6 -0.5
C 0.346 -1.213 -0.349 -0.4 1.5 -0.5
N -0.493 -0.168 0.108 1.9 -1.1 -0.6
N -1.372 0.259 -0.832 -3.1 -0.5 -1.7
C -2.336 -0.723 -0.990 1.4 2.2 0.2
O -2.369 -1.840 -0.490 -0.4 -0.2 -0.2
O -3.276 -0.189 -1.817 -1.5 -1.4 -0.3
C -4.393 -1.071 -2.229 1.0 0.5 -0.3
C -4.795 -0.468 -3.561 0.2 0.1 -0.2
C -5.548 -1.057 -1.261 0.0 0.1 0.5
O 0.474 -1.493 -1.536 0.0 0.1 1.5
H 2.072 -4.725 -0.787 -0.1 0.0 0.0
H 0.662 -4.618 0.266 0.0 0.2 -0.1
H 0.651 -3.831 -1.343 0.1 0.0 0.3
H 2.489 -2.336 -0.649 -0.1 -0.1 0.2
H 3.645 -3.804 0.902 0.0 0.0 0.1
H 3.207 -2.347 1.812 -0.1 -0.1 -0.2
H 2.276 -3.841 2.018 0.0 0.1 -0.1
H -4.016 -2.099 -2.352 0.0 0.4 0.1
H -5.688 -0.936 -3.977 0.0 -0.1 0.0
H -4.987 0.600 -3.419 -0.1 -0.1 0.0
H -3.971 -0.562 -4.274 -0.1 0.0 0.0
H -6.413 -1.539 -1.723 0.0 0.0 0.0
H -5.313 -1.592 -0.338 0.0 0.1 -0.1
H -5.821 -0.024 -1.023 0.0 -0.1 0.0
C -0.691 1.556 3.454 0.1 0.0 -0.1
C 0.827 1.621 3.668 -0.3 -0.4 0.4
C 1.690 1.836 2.414 0.2 0.4 0.8
C 1.143 1.438 1.090 0.4 0.4 -0.6
N 1.873 1.791 0.039 -1.1 -0.4 1.3
C 3.128 2.509 0.257 0.8 0.6 -0.2
C 3.726 2.789 -1.124 0.3 -0.1 0.1
C 2.679 2.375 -2.160 -0.3 -0.1 -0.2
C 1.495 1.733 -1.400 -0.1 -0.2 -0.6
C -0.254 0.900 1.014 -0.3 -0.8 1.1
C -1.043 0.593 2.333 0.7 0.0 0.0
H -1.163 1.206 4.385 0.1 0.3 -0.2
H -1.102 2.545 3.206 0.1 -0.1 0.2
H 1.042 2.428 4.380 0.1 -0.2 -0.2
H 1.149 0.682 4.143 -0.2 0.2 -0.1
H 1.923 2.914 2.363 0.1 -0.4 -0.1
H 2.646 1.307 2.585 -0.2 0.3 -0.3
H 2.962 3.483 0.754 -0.2 -0.5 0.0
H 3.822 1.931 0.887 -0.4 0.1 -0.2
H 3.981 3.847 -1.213 0.0 -0.2 0.0
H 4.652 2.221 -1.238 -0.1 0.1 -0.1
H 2.324 3.240 -2.727 0.1 -0.2 0.1
H 3.095 1.665 -2.880 -0.1 0.1 0.1
H 1.319 0.699 -1.736 -0.1 0.3 0.4
H 0.567 2.294 -1.596 0.2 -0.4 0.5
H -0.799 1.774 0.618 0.1 -0.1 -0.5
H -0.855 -0.451 2.626 0.1 0.3 -0.1
H -2.115 0.669 2.090 0.5 -0.1 -0.2
```
Forces are in eV/Å.

Charges in e, computed with natural (NBO), in the same order as the atoms: -0.638, 0.093, -0.618, -0.529, 0.896, -0.334, -0.611, 0.835, -0.737, -0.536, 0.090, -0.616, -0.632, -0.650, 0.206, 0.212, 0.256, 0.186, 0.212, 0.204, 0.212, 0.196, 0.198, 0.208, 0.215, 0.203, 0.225, 0.205, -0.409, -0.396, -0.489, 0.510, -0.289, -0.228, -0.416, -0.417, -0.254, -0.121, -0.390, 0.225, 0.196, 0.217, 0.210, 0.236, 0.253, 0.211, 0.221, 0.222, 0.220, 0.222, 0.229, 0.283, 0.247, 0.293, 0.224, 0.241

Record 4
Here is C18H31N3O4S as an isolated structure in a non-equilibrium geometry from the Open Molecules 2025 dataset. Energies are from wB97M-V/def2-TZVPD.

The energy relative to the best compared isomer or geometry (same formula, charge and spin) is 446.40 kcal per mole. The total energy comes out at -1567.19430 a.u. The largest force on an atom comes out at 0.3428 hartree/bohr.

```
57
Properties=species:S:1:pos:R:3:forces:R:3
C -3.175 4.185 -3.476 2.9 2.0 -5.8
O -3.069 2.919 -3.227 0.1 -5.1 0.5
C -2.660 2.547 -2.048 3.7 -3.7 5.8
C -2.157 3.464 -0.976 0.3 -1.0 0.3
C -1.525 3.123 0.264 -3.9 -11.2 -8.3
C -1.594 1.644 0.699 -0.2 4.6 -4.3
C -2.039 0.709 -0.139 -2.0 -0.4 -8.1
C -2.403 1.085 -1.706 -1.2 4.3 2.7
O -2.792 0.208 -2.672 1.1 3.5 -0.2
C -2.872 -1.062 -2.333 2.0 -5.7 -5.2
H -1.980 -1.674 -2.126 0.9 1.0 0.3
H -3.129 -1.734 -3.347 -0.4 2.0 2.6
H -3.430 -1.223 -1.531 -3.3 -0.9 3.2
H -2.067 -0.388 -0.153 0.5 0.6 1.3
C -1.006 1.147 1.829 -2.3 -1.9 9.9
H -1.137 0.003 2.041 0.4 2.0 -1.0
H -1.731 1.591 2.834 1.4 -1.3 -2.3
C 0.297 1.658 2.330 -1.3 1.6 -7.8
N 1.141 1.687 0.941 0.0 0.2 4.6
C 2.385 2.204 1.535 2.5 -1.9 -6.8
H 3.231 2.255 0.561 -2.1 0.2 2.9
H 2.203 3.134 1.882 -0.4 3.2 0.9
H 2.876 1.659 2.276 0.6 -1.4 1.4
C 1.186 0.343 0.464 3.7 3.4 -4.0
C 1.901 0.574 -1.351 -3.3 10.6 8.4
C 1.646 -0.576 -1.932 3.0 -5.1 -3.2
C 2.560 -1.614 -1.084 -3.9 -4.1 -5.9
N 1.967 -1.988 0.074 0.2 4.3 8.3
S 0.668 -2.866 0.574 0.3 2.4 -9.1
O 0.621 -3.819 -0.480 0.2 -2.8 -0.6
O -0.540 -2.096 0.480 -0.4 0.7 2.7
N 1.172 -3.416 1.899 -3.7 0.4 4.3
C -0.146 -3.935 2.658 3.0 2.6 2.8
H 0.249 -3.961 3.796 -1.4 0.1 -2.6
H -0.369 -4.885 2.340 -0.2 -2.5 -0.8
H -1.055 -3.315 2.457 1.3 -0.1 0.4
C 2.265 -4.313 1.762 -10.5 -9.4 10.6
H 1.704 -5.300 1.573 2.0 1.0 -1.6
H 2.943 -3.897 1.348 9.1 4.3 -5.6
H 2.428 -4.747 2.961 0.6 2.0 -3.0
C 1.996 -0.603 1.123 3.5 -6.1 2.1
H 1.567 -1.126 2.165 1.2 1.9 -2.4
H 3.212 -0.474 1.190 -3.2 0.1 0.1
H 2.385 -2.648 -1.555 0.2 1.1 -0.8
H 3.609 -1.632 -1.217 1.3 1.2 0.8
H 2.041 -0.333 -2.928 -0.3 -1.6 -0.7
H 0.629 -0.779 -1.886 -1.8 -1.1 -0.4
H 1.231 1.663 -1.487 1.6 -3.3 -0.3
H 2.884 0.938 -1.198 1.2 -0.1 -0.1
H 0.278 -0.080 0.281 -2.6 -0.5 -0.6
H 0.224 2.687 2.489 0.0 1.4 1.1
H 0.713 1.063 2.997 2.0 -2.4 3.4
H -1.471 3.824 0.835 1.5 7.8 7.0
H -2.265 4.555 -1.066 -0.1 -0.5 -0.4
H -2.217 4.773 -3.410 -0.1 -0.7 -0.9
H -3.681 4.122 -4.455 0.6 1.3 0.0
H -3.700 4.719 -2.877 -4.3 3.1 4.3
```
Forces are in eV/Å.

Charges in e, computed with natural (NBO), in the same order as the atoms: -0.218, -0.467, 0.241, -0.271, -0.171, -0.079, -0.258, 0.287, -0.492, -0.234, 0.177, 0.180, 0.165, 0.243, -0.395, 0.239, 0.184, -0.229, -0.435, -0.382, 0.160, 0.191, 0.167, -0.145, -0.317, -0.479, -0.245, -0.739, 2.518, -1.004, -0.955, -0.717, -0.423, 0.222, 0.196, 0.262, -0.336, 0.216, 0.187, 0.180, -0.271, 0.209, 0.222, 0.245, 0.220, 0.218, 0.225, 0.225, 0.188, 0.235, 0.199, 0.185, 0.163, 0.205, 0.156, 0.194, 0.157

Which formula does entry 3 have?
C18H31N3O4

Which of these has the highest energy relative to the best compared isomer or geometry (same formula, charge and spin)?
C18H31N3O4S

Which of these has the highest energy relative to the best compared isomer or geometry (same formula, charge and spin)?
C18H31N3O4S

The highest energy relative to the best compared isomer or geometry (same formula, charge and spin) belongs to which entry?
C18H31N3O4S